Here is an isolated ion of composition C4H12NO and charge +1 from the OMol25 dataset. Energies are from ωB97M-V/def2-TZVPD.

Output
- total charge = +1
- highest occupied orbital energy (eV) = -14.2
- SMILES = [NH3+]CCCCO
- orbital gap (eV) = 10.51
- ΔE to the lowest compared entry with this formula, charge and spin (kJ/mol) = 142.0

Atoms and positions in Å:
C  1.099  0.391  0.711
C  0.319  1.161  -0.391
C  -0.866  0.334  -1.064
C  -1.519  -0.648  -0.159
O  -1.804  -0.162  1.139
N  1.755  -0.934  0.225
H  0.411  0.117  1.533
H  1.893  0.853  1.214
H  -0.069  2.105  0.082
H  1.013  1.436  -1.164
H  -0.658  -0.111  -2.011
H  -1.632  1.128  -1.244
H  -2.518  -1.069  -0.472
H  -0.830  -1.545  0.036
H  -2.308  0.631  0.984
H  2.461  -0.702  -0.437
H  1.095  -1.661  -0.079
H  2.158  -1.323  1.098

Here is a 2-piece molecular cluster, C21H28FNO6S overall from the OMol25 dataset. Energies are from ωB97M-V/def2-TZVPD.

Output
- highest occupied orbital energy (eV) = -8.9
- SMILES = CC(C)C[C@H](C)CO[C@H](N=C=S)OC(=O)CCc1ccccc1.O=C1OC[C@@H](F)O1
- orbital gap (eV) = 8.15

Atoms and positions in Å:
C  3.805  1.876  0.074
C  2.726  0.671  0.150
C  1.555  0.969  -0.941
C  3.540  -0.690  -0.183
C  2.819  -1.957  0.494
C  3.585  -2.370  1.875
C  2.854  -3.288  -0.425
O  1.961  -3.207  -1.566
C  0.587  -3.162  -1.161
N  -0.237  -4.188  -1.879
C  -0.880  -4.816  -0.933
S  -1.995  -5.425  0.150
O  0.107  -1.806  -1.295
C  -0.894  -1.670  -2.306
O  -0.593  -1.291  -3.472
C  -2.475  -1.917  -2.056
C  -3.245  -0.539  -1.701
C  -3.440  -0.330  -0.105
C  -2.575  -1.130  0.920
C  -2.788  -0.953  2.450
C  -3.894  0.038  2.966
C  -4.761  0.864  1.969
C  -4.519  0.674  0.436
H  4.496  1.724  -0.833
H  3.256  2.890  -0.009
H  4.392  1.853  1.057
H  2.280  0.633  1.214
H  0.530  0.611  -0.540
H  1.800  0.471  -1.944
H  1.460  2.101  -1.079
H  4.563  -0.575  0.334
H  3.642  -0.787  -1.317
H  1.756  -1.652  0.809
H  3.024  -3.282  2.291
H  3.481  -1.462  2.573
H  4.691  -2.612  1.648
H  2.699  -4.238  0.203
H  3.930  -3.357  -0.840
H  0.566  -3.422  -0.032
H  -2.936  -2.318  -3.036
H  -2.663  -2.748  -1.278
H  -2.793  0.381  -2.204
H  -4.318  -0.632  -2.119
H  -1.760  -1.871  0.604
H  -2.120  -1.542  3.159
H  -3.977  0.115  4.105
H  -5.532  1.600  2.398
H  -5.156  1.290  -0.285
C  -1.132  5.890  0.019
C  -1.205  4.428  -0.286
O  0.103  3.973  -0.002
C  0.573  4.807  0.969
O  1.531  4.575  1.646
O  -0.186  5.934  1.077
F  -1.459  4.217  -1.599
H  -0.761  6.479  -0.825
H  -2.094  6.298  0.335
H  -1.926  3.876  0.325

Here is C22H10Cl2F9N4O3Pb as an isolated structure from the OMol25 dataset. Energies are from ωB97M-V/def2-TZVPD.

Output
- total charge = +1
- highest occupied orbital energy (eV) = -12.4
- orbital gap (eV) = 7.05
- ΔE to the lowest compared entry with this formula, charge and spin (kJ/mol) = 0.0

Atoms and positions in Å:
Pb  -0.863  0.588  -0.957
Cl  2.479  -1.778  4.849
C  2.158  -0.803  3.496
C  0.892  -0.623  3.086
C  0.608  0.193  1.932
N  -0.552  0.626  1.573
C  -1.672  0.403  2.407
O  -1.634  0.486  3.606
C  -2.954  0.072  1.694
C  -4.045  -0.343  2.435
C  -5.217  -0.659  1.766
C  -5.258  -0.536  0.386
C  -4.123  -0.097  -0.275
N  -2.995  0.197  0.366
C  1.783  0.595  1.065
C  3.102  0.525  1.663
C  3.288  -0.152  2.804
Cl  4.850  -0.304  3.461
N  1.512  0.974  -0.124
C  2.527  1.448  -1.014
O  3.570  0.885  -1.183
C  2.118  2.688  -1.750
C  3.041  3.301  -2.580
C  2.665  4.465  -3.230
C  1.391  4.959  -3.018
C  0.534  4.266  -2.174
N  0.880  3.147  -1.546
H  0.082  -1.065  3.645
H  -3.961  -0.413  3.510
H  -6.085  -0.996  2.315
H  -6.150  -0.775  -0.174
H  -4.119  0.023  -1.352
H  3.949  0.931  1.132
H  4.023  2.865  -2.701
H  3.355  4.977  -3.887
H  1.055  5.866  -3.501
H  -0.473  4.625  -1.998
F  1.753  -3.429  -2.224
C  1.277  -2.338  -1.641
F  2.204  -1.873  -0.799
F  1.108  -1.384  -2.589
C  -0.075  -2.544  -0.902
O  -0.375  -1.424  -0.198
C  0.031  -3.730  0.103
F  -0.999  -3.714  0.951
F  1.149  -3.620  0.832
F  0.048  -4.911  -0.518
C  -1.195  -2.856  -1.944
F  -2.284  -3.342  -1.350
F  -1.578  -1.697  -2.551
F  -0.821  -3.695  -2.899

Here is a 2-piece molecular cluster, C3H10N2O2 overall from the OMol25 dataset. Energies are from ωB97M-V/def2-TZVPD.

Output
- highest occupied orbital energy (eV) = -8.3
- orbital gap (eV) = 9.00
- ΔE to the lowest compared entry with this formula, charge and spin (kJ/mol) = 654.3

Atoms and positions in Å:
C  -0.362  -0.451  -0.521
C  0.581  1.961  0.387
C  -1.735  -0.091  -0.008
N  0.618  -0.853  0.409
N  0.541  0.917  -0.616
O  1.737  -1.377  -0.260
O  -0.500  -2.365  0.451
H  2.411  -1.352  0.438
H  0.093  -3.000  0.022
H  1.406  0.796  -1.130
H  -0.318  -0.902  -1.508
H  -0.297  1.923  1.032
H  0.579  2.942  -0.101
H  1.475  1.888  1.016
H  -2.401  -0.937  -0.173
H  -1.723  0.092  1.067
H  -2.104  0.809  -0.506

Here is C18H28ClILuN3OP2 as an isolated structure from the OMol25 dataset. Energies are from ωB97M-V/def2-TZVPD.

Output
- total charge = +2
- highest occupied orbital energy (spin up / spin down) (eV) = -13.9 / -13.9
- orbital gap (spin up / spin down) (eV) = 4.67 / 4.68
- ΔE to the lowest compared entry with this formula, charge and spin (kJ/mol) = 102.8

Atoms and positions in Å:
C  1.557  3.051  -3.566
C  1.348  2.146  -2.461
H  0.873  2.812  -4.404
H  2.605  2.934  -3.868
H  1.369  4.085  -3.237
O  0.357  1.448  -2.177
I  2.611  1.128  2.357
Lu  0.706  1.247  -0.002
P  -0.700  3.553  0.184
C  -2.506  3.386  0.394
C  -0.202  4.436  1.703
H  -0.789  5.358  1.780
H  -1.274  5.702  -0.694
H  0.868  4.660  1.656
H  0.388  5.234  -1.185
H  -2.728  2.726  1.244
H  -0.384  3.794  2.572
C  -0.639  4.887  -1.056
H  -2.926  4.388  0.564
H  -1.022  4.522  -2.015
H  -2.929  2.939  -0.519
P  2.915  -0.316  -1.301
C  2.481  -2.075  -1.545
C  3.672  0.032  -2.942
H  4.890  0.482  -0.142
H  5.182  -1.151  -0.852
H  4.203  -0.943  0.658
C  4.458  -0.512  -0.320
H  4.136  1.020  -2.925
H  4.426  -0.731  -3.155
H  3.355  -2.637  -1.910
H  1.662  -2.155  -2.274
H  2.900  0.012  -3.714
H  2.140  -2.500  -0.591
Cl  2.456  3.044  -0.560
N  -3.409  -7.938  3.676
C  -3.229  -6.932  3.099
C  -3.016  -5.688  2.416
C  -2.015  -5.584  1.438
C  -1.713  -4.349  0.871
C  -2.406  -3.239  1.367
C  -3.497  -3.327  2.237
C  -3.765  -4.567  2.789
N  -1.901  -1.958  1.120
C  -2.193  -0.798  1.859
C  -1.308  0.157  1.457
N  -0.539  -0.386  0.424
C  -0.888  -1.671  0.268
H  -1.475  -6.468  1.107
H  -0.913  -4.232  0.127
H  -4.048  -2.426  2.519
H  -4.585  -4.655  3.497
H  -2.952  -0.759  2.615
H  -1.158  1.160  1.851
H  -0.447  -2.350  -0.437

Here is a 2-piece molecular cluster, C4H5ClO2P overall from the OMol25 dataset. Energies are from ωB97M-V/def2-TZVPD.

Output
- total charge = -1
- highest occupied orbital energy (spin up / spin down) (eV) = -3.7 / -3.7
- orbital gap (spin up / spin down) (eV) = 6.53 / 6.54
- ΔE to the lowest compared entry with this formula, charge and spin (kJ/mol) = 676.6

Atoms and positions in Å:
C  -2.152  2.320  -0.413
C  -0.470  -1.831  -0.983
C  0.034  0.218  0.321
C  0.272  -0.677  -0.757
O  1.856  1.556  2.219
O  0.334  -0.488  1.720
P  1.516  0.489  1.251
Cl  1.299  -0.011  -2.100
H  -2.813  1.483  -0.158
H  -1.136  1.919  -0.124
H  -0.356  -2.422  -1.853
H  -0.980  -2.236  -0.168
H  2.595  -0.321  1.044

Here is one molecule with the formula C5H14NP from the OMol25 dataset. Energies are from ωB97M-V/def2-TZVPD.

Output
- highest occupied orbital energy (eV) = -7.8
- SMILES = CCN=P(C)(C)C
- orbital gap (eV) = 8.61
- ΔE to the lowest compared entry with this formula, charge and spin (kJ/mol) = 150.0

Atoms and positions in Å:
C  -1.827  1.392  1.753
C  1.322  -2.150  0.094
C  1.725  0.500  -1.324
C  -0.859  -0.873  -1.284
C  -0.489  1.577  1.122
N  0.086  0.157  1.085
P  0.556  -0.499  -0.252
H  -2.482  0.751  1.291
H  -1.870  0.913  2.744
H  -2.298  2.259  1.948
H  2.118  -1.896  0.936
H  0.393  -2.737  0.306
H  1.878  -2.471  -0.804
H  2.522  0.826  -0.572
H  2.221  -0.124  -2.177
H  1.175  1.152  -1.896
H  -1.238  -0.017  -1.892
H  -0.780  -1.583  -2.207
H  -1.714  -1.383  -0.687
H  0.008  2.327  1.691
H  -0.446  1.879  0.126

Here is C24H19AsMnO4 as an isolated structure from the OMol25 dataset. Energies are from ωB97M-V/def2-TZVPD.

Output
- total charge = +2
- highest occupied orbital energy (spin up / spin down) (eV) = -15.1 / -15.0
- spin multiplicity = 6
- orbital gap (spin up / spin down) (eV) = 7.94 / 4.46
- expectation value of S² = 8.82

Atoms and positions in Å:
Mn  0.578  2.726  -1.665
C  0.822  3.330  -0.106
O  1.092  3.513  1.048
C  0.620  3.985  -2.986
O  0.525  4.280  -4.159
C  -0.954  1.862  -2.341
O  -2.066  1.531  -2.504
C  2.051  1.611  -2.157
O  3.165  1.426  -2.482
C  0.643  -1.215  -4.458
H  1.518  -1.328  -3.796
H  -0.247  -1.409  -3.833
C  0.646  -0.087  -5.119
H  -0.222  0.677  -5.210
H  1.508  0.691  -5.106
C  -2.504  2.122  3.286
C  -2.571  2.618  1.981
C  -1.893  1.971  0.947
C  -1.088  0.862  1.226
C  -1.039  0.342  2.523
C  -1.744  0.979  3.557
As  -0.177  -0.038  -0.299
C  1.595  -0.417  0.488
C  2.438  -1.325  -0.178
C  3.776  -1.445  0.218
C  4.256  -0.690  1.295
C  3.403  0.183  1.974
C  2.069  0.328  1.568
C  -1.172  -1.703  0.220
C  -0.571  -2.757  0.907
C  -1.367  -3.816  1.388
C  -2.743  -3.838  1.139
C  -3.332  -2.796  0.407
C  -2.543  -1.745  -0.082
H  -3.035  2.630  4.092
H  -3.138  3.522  1.760
H  -1.978  2.319  -0.086
H  -0.449  -0.555  2.736
H  -1.679  0.581  4.572
H  2.043  -1.940  -0.992
H  4.437  -2.136  -0.311
H  5.295  -0.798  1.610
H  3.763  0.759  2.828
H  1.398  1.003  2.099
H  0.509  -2.754  1.055
H  -0.898  -4.627  1.948
H  -3.358  -4.671  1.492
H  -4.407  -2.809  0.204
H  -2.975  -0.952  -0.698

Values of E, in order: -289.3208 -1820.9614 -3301.0088 -380.0874 -3617.8347 -1107.2482 -594.9299 -4612.7849, all in hartree.